(1)
DFT (the ωB97M-V functional and the def2-TZVPD basis) results for C3H4O2Y as an isolated structure.

```
10
Properties=species:S:1:pos:R:3:forces:R:3:nbo_charge:R:1
C -1.065498 0.988959 0.587733 1.7 -4.8 -1.1 0.3154
H -4.180360 -0.665495 0.150039 -0.6 0.0 0.1 0.5427
H -1.460513 0.216896 -1.623687 -0.1 -0.1 0.5 0.2950
C -1.248612 -0.138153 -0.608354 2.4 0.3 3.2 -0.5831
O -0.922500 2.168748 0.288776 0.2 5.3 0.3 -0.8406
Y 0.047557 4.246072 1.123037 -1.0 -1.8 -0.9 1.8743
H -0.350975 -0.762841 -0.439303 -0.3 0.3 -0.8 0.2790
H -0.673381 0.626183 1.555869 -0.5 -0.3 -0.5 0.1758
O -3.446778 -0.038724 0.080421 -0.6 -1.1 0.5 -0.6188
C -2.306896 -0.652092 0.244710 -1.3 2.3 -1.3 0.5602
```
Positions in Å, forces in eV/Å.

As for the energy above the lowest of the compared OMol25 structures with the same formula, charge and spin: 2.437 eV. As for the spin multiplicity: 2. The charge is +2. The value obtained for the LUMO energy (spin up / spin down) is -9.933 / -10.046 eV. The value obtained for the total energy is -8288.87260 eV.

***

(2)
DFT (the ωB97M-V functional and the def2-TZVPD basis) results for C21H28F8LiO9 as an isolated structure.

```
67
Properties=species:S:1:pos:R:3:forces:R:3:nbo_charge:R:1
O -1.675695 0.155712 -0.124390 0.5 0.1 -0.4 -0.6549
H -3.191378 2.316414 -0.654721 -0.2 0.5 -0.8 0.2379
O -3.740083 -0.137073 0.567986 0.2 -0.4 0.1 -0.4746
O 2.815328 0.534933 2.406590 0.3 0.8 -0.3 -0.4662
H -2.211735 -3.884711 0.427613 0.0 0.4 0.1 0.2008
H -2.689966 -4.158779 2.110675 0.2 0.2 0.0 0.2268
H -0.555554 5.444220 -0.600824 0.2 -0.2 0.3 0.2472
H -5.883205 -0.114369 0.535789 0.5 -0.7 0.4 0.2107
C -0.138694 5.863562 -2.643600 0.5 0.4 -0.3 -0.4379
H 4.125447 -1.347694 -4.419053 -0.2 0.0 -0.1 0.2049
C -0.746080 3.713715 -1.813779 -0.4 0.5 -0.6 0.8288
H -1.846469 -7.293070 3.167487 0.2 0.6 -0.1 0.1654
H 3.383047 -1.238181 -0.482570 -0.2 0.1 0.1 0.2608
C 0.017289 -2.426657 0.882826 0.1 0.9 -0.9 0.5137
F -0.590647 -7.276886 1.098361 0.2 -0.6 0.1 -0.2994
H 2.828782 0.825974 4.439877 -0.1 -0.1 -0.1 0.1846
H -0.493702 -2.287629 -0.083183 0.2 -0.2 0.2 0.1571
C 3.535811 0.881527 3.603975 -0.8 0.0 1.2 -0.0744
O 1.025103 -0.410502 -1.768189 -0.1 0.5 -0.2 -0.6691
H 4.935166 2.250296 2.854442 0.1 0.3 0.2 0.2114
C -0.994202 -2.854402 1.935709 -0.5 -1.0 0.4 0.6092
H 2.089739 3.290567 3.034453 0.0 0.4 -0.2 0.2504
C -1.615257 -6.434732 1.207493 1.2 1.9 -0.7 0.8435
H 3.822031 -2.715774 -3.371721 -0.3 0.0 0.2 0.1985
H 3.382511 3.569455 1.742160 -0.4 0.5 0.2 0.2490
C 4.511149 -0.891034 -2.341422 0.0 -0.5 0.6 -0.4363
F -1.893297 -1.878314 2.219049 0.5 0.2 -0.2 -0.3114
C -3.519150 1.416853 -1.194338 0.6 -0.6 1.6 -0.5228
O 2.380189 -1.197772 -3.331717 0.0 -0.2 -0.2 -0.4528
C -4.993524 0.506504 0.472872 -1.0 1.7 -1.1 -0.0751
H -2.228974 5.874941 -3.331044 -0.1 -0.2 -0.1 0.2004
O 1.806890 1.575327 0.745596 -0.5 0.5 -0.7 -0.6585
C 3.751771 -1.631973 -3.437405 0.6 0.4 -0.5 -0.0758
C -2.470446 -6.904074 2.356991 -0.6 -2.3 0.8 0.4883
Li 0.246960 0.908974 -0.487700 -0.2 -0.1 0.0 0.9022
C 3.994260 2.309272 3.411252 0.9 -0.2 -0.5 -0.4295
H -0.260789 6.907031 -2.361714 -0.2 0.0 -0.1 0.2337
C 2.946754 2.904998 2.481520 0.2 -0.9 -0.1 -0.5239
H 5.259965 -1.550272 -1.904686 0.1 0.1 0.0 0.2315
H 0.997863 4.685619 -1.122459 0.1 0.3 0.1 0.2477
O -1.552687 3.956043 -2.858314 0.1 0.1 0.3 -0.4745
H -1.029658 5.084685 -4.437084 -0.4 0.3 -0.1 0.2041
C 2.461251 1.670083 1.748938 -0.1 -1.3 0.7 0.8302
H -5.309086 0.356916 -1.641425 -0.1 0.0 0.0 0.2133
H -5.627568 1.994860 -1.119903 -0.1 0.0 0.4 0.2329
C 2.148875 -0.667310 -2.144706 -0.3 -0.5 0.9 0.8278
F 0.612601 -1.208710 1.149690 -0.2 -0.9 0.3 -0.3392
H 0.737932 5.827601 -3.291378 0.1 -0.1 0.2 0.2217
C -0.003026 4.984233 -1.421792 -0.4 -0.8 0.0 -0.5248
F -2.220099 -6.404240 0.007726 -0.8 -0.2 0.0 -0.3188
O -1.020433 -5.208470 1.422173 0.1 -0.1 0.6 -0.5132
C 3.408887 -0.541068 -1.316803 0.5 0.2 -1.1 -0.5330
H -5.079832 1.300190 1.219475 0.2 -0.2 0.2 0.1805
F -3.158706 -8.021421 1.938211 -0.1 0.7 -0.1 -0.3274
H 5.025125 -0.018425 -2.736677 -0.1 0.1 0.0 0.2197
C -4.994913 1.130341 -0.935571 0.4 -0.4 -1.0 -0.4286
C -1.327545 5.272503 -3.408236 0.4 -0.1 -0.1 -0.0720
C -1.837244 -4.045412 1.440944 0.0 -0.3 -0.1 -0.1398
H -3.068375 1.290930 -2.172007 -0.3 0.5 -0.2 0.2644
H 4.317806 0.164571 3.837811 0.1 -0.1 -0.5 0.2123
F -0.355435 -3.184410 3.090255 -0.1 0.2 -0.3 -0.3156
F -3.340711 -6.009555 2.860597 -0.1 0.1 -0.4 -0.3175
H 4.178581 2.837108 4.342209 -0.1 0.0 0.0 0.2403
F 0.979351 -3.385349 0.774925 -0.3 0.7 0.1 -0.3175
O -0.702851 2.609499 -1.343246 0.5 -0.4 0.5 -0.6505
C -2.838942 0.428616 -0.269878 -0.5 -0.6 0.7 0.8369
H 3.479475 0.484173 -0.964157 0.0 -0.1 0.3 0.2465
```
Positions in Å, forces in eV/Å.

The charge is +1. The value obtained for the LUMO energy is -2.047 eV. The value obtained for the total energy is -62601.88080 eV.

***

(3)
DFT (the ωB97M-V functional and the def2-TZVPD basis) results for C8H5IrN2O5 as an isolated structure.

```
21
Properties=species:S:1:pos:R:3:forces:R:3:nbo_charge:R:1
O -1.756265 4.091435 0.481096 1.8 -4.6 -0.4 -0.1699
C -1.304769 0.543420 1.959555 -1.6 -3.0 5.2 0.4777
H 1.090784 1.938211 -1.022802 -0.3 1.0 -2.2 0.2633
H 1.280795 -1.057245 1.938095 0.0 -0.2 -0.2 0.2910
O -3.049717 0.080615 -1.337615 3.3 1.7 2.1 -0.2460
N 0.810535 -2.705690 -0.858420 0.7 -0.2 1.4 -0.4755
Ir -0.576254 1.228363 0.222121 -1.3 2.0 2.7 0.7900
C 0.122532 1.623487 -1.669673 2.4 -1.9 -2.7 0.0099
H -0.373327 -1.302904 -2.001121 0.2 0.0 0.3 0.3012
C 1.372455 -2.679697 0.409893 0.0 -2.8 -2.9 0.2240
O -1.742980 0.120667 2.931535 1.1 1.8 -2.8 -0.2410
H 1.951562 -3.492233 0.822980 0.1 -0.2 0.0 0.3206
H 0.857265 -3.459268 -1.537753 0.2 -0.4 0.0 0.5084
C -2.138767 0.477165 -0.750139 -6.9 -3.4 -4.4 0.4424
O 2.212984 2.013666 1.725615 -3.3 -0.8 -1.4 -0.2430
O -0.147844 1.624831 -2.824119 0.4 1.3 1.2 -0.1965
N 0.283088 -0.785280 0.015031 1.4 -1.1 1.6 -0.5857
C 1.036340 -1.467990 0.959847 -1.7 2.9 -0.6 0.1785
C 1.234586 1.723363 1.204039 5.8 1.4 2.5 0.4296
C -1.318342 3.023760 0.401566 -2.7 7.7 0.7 0.5006
C 0.155340 -1.538676 -1.069731 0.7 -1.1 0.1 0.4204
```
Positions in Å, forces in eV/Å.

As for the energy above the lowest of the compared OMol25 structures with the same formula, charge and spin: 1.205 eV. As for the spin multiplicity: 6. The charge is +3. The value obtained for the LUMO energy (spin up / spin down) is -12.001 / -17.295 eV. The value obtained for the total energy is -24390.94793 eV.

***

(4)
DFT (the ωB97M-V functional and the def2-TZVPD basis) results for a 6-piece molecular cluster, C36H55F3N9O3 overall.

```
106
Properties=species:S:1:pos:R:3:forces:R:3:mulliken_charge:R:1
C 0.205062 0.766935 1.645053 0.7 0.5 -0.2 -0.5187
C -0.262783 2.983900 0.422788 0.3 -0.3 0.1 -1.3387
C -2.919308 6.481949 -0.280058 0.0 0.0 -0.1 -0.4260
H 0.393930 -3.703554 1.282176 0.0 0.2 -0.1 0.2646
H -0.782059 1.874676 7.632890 0.0 0.0 0.0 0.4135
H 4.813354 1.246434 5.235251 0.0 0.0 0.0 0.4194
H 0.090335 3.591880 -0.415680 -0.1 0.0 0.2 0.3945
C -1.541715 3.009478 5.933065 0.0 0.0 0.0 -0.4865
C -2.654929 7.805640 -0.056385 0.0 0.0 0.1 -0.5807
H -5.084917 -5.090033 -3.885533 0.0 0.1 0.2 0.3292
N -0.165226 -1.500346 -2.464696 0.2 0.2 -0.3 0.0757
N 9.171934 1.152486 0.106291 0.0 0.0 0.0 -0.0059
H 6.579136 0.175800 3.473029 0.0 0.0 0.0 0.3346
C -2.284562 -0.179028 -2.266275 0.1 0.3 -0.1 0.1411
C -5.825493 2.360055 -3.442232 0.0 0.0 0.0 -0.7208
H 2.266610 -5.558027 0.035303 -0.2 0.0 -0.1 0.4673
H -4.946429 4.355742 -3.476221 0.0 0.0 0.0 0.4658
H 1.600276 2.119334 6.352660 0.0 0.0 0.0 0.4851
H -5.934869 -4.773322 -2.348900 0.1 0.0 -0.1 0.2576
C -5.861495 2.143237 -1.214609 -0.1 0.0 0.0 -0.9486
H -1.199118 2.490415 0.127840 0.1 0.2 0.0 0.2709
C -2.155371 6.660946 1.815767 0.0 0.0 -0.1 -0.3728
O 0.690288 -6.583693 -2.786116 -0.2 0.1 0.3 -0.5321
C -0.747880 -0.167495 -2.286233 -0.3 0.1 -0.2 -0.6259
C 0.785219 1.912031 0.785243 -0.5 0.0 -0.2 -0.3853
H -0.885496 0.849430 1.719683 0.1 -0.1 0.1 0.5385
H -6.608969 0.640917 -2.495117 0.0 0.0 0.0 0.2024
H 8.739878 1.637004 -0.658435 0.0 0.0 0.0 0.1839
C 2.928495 -5.722633 -2.639215 -0.5 -0.2 1.0 0.8226
H -3.944369 -5.811390 -1.123602 -0.1 0.0 -0.2 0.2908
N -2.611443 5.791684 0.859424 0.0 -0.1 0.0 0.0978
C 0.646177 2.495769 6.022135 0.0 -0.1 0.0 -0.3851
C 3.323979 0.412350 3.876183 -0.1 0.1 0.1 -0.2801
H 0.037244 -1.803506 -3.410303 0.0 0.0 0.2 0.3570
C 0.097887 -2.414257 -1.551305 0.0 0.0 -0.1 0.1366
C -4.345340 -2.700655 -3.638067 -0.1 0.1 0.1 -0.5162
H 11.199276 1.182615 -0.558702 0.0 0.0 0.0 0.3745
H 1.096129 3.528214 4.097684 0.0 0.0 0.0 0.4647
H -0.415910 0.423080 -3.149632 0.0 -0.1 0.2 0.6254
H 2.122522 -7.339560 -1.544345 0.0 0.2 -0.1 0.3419
F 3.700220 -4.997960 -1.821469 0.4 0.5 0.9 -0.3045
C 0.784405 -4.256689 -0.732831 0.2 -0.2 -0.2 0.3428
H -6.007859 2.071885 -4.463590 0.0 0.0 0.0 0.4190
H 0.666620 0.823272 2.637217 -0.4 -0.3 0.0 -0.0317
H -4.758949 -3.143855 -4.553531 0.1 0.0 0.1 0.4422
H -2.796994 8.605368 -0.763375 0.0 0.0 0.0 0.4171
C 0.421066 3.207627 4.874196 0.0 0.0 -0.1 -0.5173
F 3.685966 -6.655136 -3.140769 1.0 -1.6 -0.6 -0.2742
H 0.663743 -6.263057 -0.011804 0.1 0.2 -0.2 0.4407
C 1.740305 -6.361734 -1.877735 -0.1 -0.2 0.3 -0.0921
H -5.006784 4.102017 -0.770856 0.0 0.0 0.0 0.6021
N 0.614931 -3.624008 -1.868122 -0.1 0.2 -0.3 -0.5157
H -2.351285 -0.015401 -4.431725 -0.1 0.0 0.2 0.4892
H 11.661306 -0.130155 1.761227 0.0 0.0 0.0 0.3862
H -6.080062 1.665515 -0.274632 0.0 0.0 0.0 0.3819
C -0.601126 2.367863 6.692691 0.0 0.0 0.0 -0.6307
H -5.066458 -1.946306 -3.286211 0.1 -0.1 -0.1 0.1902
C 4.779424 -0.463607 2.419804 0.0 0.0 0.0 -0.5156
O 0.563540 -0.509079 1.046468 -0.4 0.0 0.1 -0.2282
H -2.596569 3.156854 6.089778 0.0 0.0 0.0 0.3996
C -4.196793 -6.048937 -2.164412 0.0 0.0 0.0 -1.0897
H -1.360110 4.047436 4.103020 0.0 0.0 0.1 0.1790
H -1.858617 6.317551 2.792491 0.0 0.0 0.0 0.3367
H 7.451521 0.787718 1.316424 0.0 0.0 0.0 0.2379
C -2.907248 -0.525221 -3.631149 -0.1 -0.1 0.1 -0.8533
F 2.580516 -4.955625 -3.616536 -0.9 1.3 -1.4 -0.2370
H -1.869500 8.822283 1.779307 0.0 0.0 0.0 0.4084
C 8.516849 0.672644 1.207902 0.0 0.0 0.0 -0.3653
H 2.683580 -0.631538 2.158267 0.0 0.0 -0.1 0.1368
H -2.705921 -2.220851 -4.973841 -0.1 0.0 0.2 0.4385
C 1.359570 -5.629151 -0.580762 0.2 -0.1 0.2 -0.7935
H -2.605411 0.833366 -1.977787 0.0 -0.2 0.0 0.1804
C -5.324812 3.372021 -1.497458 0.1 -0.1 0.0 -0.1442
H -1.320366 -0.680212 0.180732 0.1 -0.2 0.0 0.4146
H -4.821087 -6.951144 -2.163505 0.1 0.2 0.0 0.3933
H 9.245724 -0.386233 2.972244 0.0 0.0 0.0 0.4308
H -0.450429 3.639192 1.279971 -0.1 0.0 -0.2 0.3661
H -0.144388 -6.246443 -2.435651 0.2 0.0 -0.2 0.3260
N -0.913415 3.514558 4.826122 0.0 -0.1 0.0 0.1120
C 5.504101 0.141656 3.411629 0.0 0.0 0.0 -0.3491
H -2.653054 -0.884711 -1.507703 0.0 0.1 -0.1 0.2324
H -0.314392 0.311037 -1.402131 -0.1 -0.2 -0.1 -0.3472
O -4.188434 -3.696113 -2.637996 0.3 -0.1 -0.2 -0.3023
H -3.293114 5.971388 -1.151624 0.0 0.0 0.0 0.4009
H 1.629944 2.372311 1.306331 0.0 -0.1 -0.2 0.4875
H -2.257406 -2.598772 -3.320866 -0.1 0.1 -0.1 -0.0488
C 9.446678 0.085712 2.024500 0.0 0.0 0.0 -0.0519
C 10.509145 0.881598 0.210616 0.0 0.0 0.0 -0.4473
N 0.382260 -3.506504 0.291549 0.0 -0.2 0.4 -0.4583
H 2.353058 0.646030 4.283403 0.0 0.0 0.0 0.3911
C 4.579966 0.700819 4.336432 0.0 0.0 0.0 -0.6953
C -2.170244 7.918950 1.275823 0.0 0.0 0.0 -0.5274
H 5.095572 -0.999896 1.540848 0.0 0.0 0.0 0.4490
H -2.709490 4.799505 0.969703 0.0 0.0 0.0 0.2612
N -0.087435 -2.317487 -0.218141 -0.2 -0.1 0.2 0.5713
N -6.168578 1.537994 -2.402337 0.1 -0.1 0.0 0.0773
H 1.158493 1.466825 -0.146442 0.1 0.1 0.3 0.4031
H -1.000281 -1.783177 1.547904 0.0 0.1 -0.2 0.3230
C -2.982411 -2.040999 -3.926097 0.0 0.0 -0.1 -0.3714
H -3.275810 -6.278957 -2.715133 -0.2 0.1 0.1 0.1861
N 3.451191 -0.292181 2.709716 -0.1 -0.1 -0.1 0.1263
C 10.712098 0.218774 1.390841 0.0 0.0 0.0 -0.7434
C -5.294011 3.505718 -2.912985 0.0 0.0 0.0 -0.3401
H -3.919762 -0.099731 -3.651946 0.2 -0.1 -0.1 0.0514
C -4.943418 -4.889882 -2.813902 -0.1 -0.1 0.2 -0.2377
C -0.549821 -1.279235 0.677091 0.3 0.1 0.4 -0.5504
```
Positions in Å, forces in eV/Å.

The charge is +1. The value obtained for the LUMO energy is -2.664 eV. The value obtained for the total energy is -65921.92993 eV.